Record 1
Entry from the Open Molecules 2025 dataset: a molecular structure, C16H21BrClFInO in a non-equilibrium geometry (ωB97M-V with the def2-TZVPD basis set).

The geometry in XYZ format:
```
42
Properties=species:S:1:pos:R:3:forces:R:3
C 1.504 2.124 4.997 -4.3 -1.4 -7.3
C 0.966 1.866 3.700 3.9 2.0 9.9
In -0.093 1.556 1.672 0.1 0.0 -0.2
C -0.627 -0.691 1.626 -0.2 -1.8 -1.1
C -0.473 -1.354 0.131 3.5 1.3 -1.8
O 0.500 -1.059 -0.757 -5.4 -1.6 5.1
C -2.049 2.701 1.574 -1.0 0.6 0.4
C -2.754 2.732 0.084 0.0 1.0 0.5
C -4.311 3.236 0.260 -0.4 -1.1 -1.2
Cl -4.409 4.886 1.151 0.1 -1.4 -0.8
C 1.374 2.026 0.014 1.3 0.2 -1.0
C 1.628 3.621 -0.267 2.0 -2.0 -1.7
C 3.253 3.942 -0.142 -0.5 1.7 -0.1
Br 0.708 4.866 0.999 0.2 -0.4 -0.7
H 1.599 2.385 6.157 -0.1 -0.8 -3.3
H 0.136 -1.249 2.353 -1.7 1.1 -1.6
H -1.751 -0.832 2.000 2.5 -0.1 -0.8
H -1.252 -2.203 -0.179 1.4 1.7 0.4
H -2.802 2.209 2.347 1.3 0.9 -1.6
H -1.850 3.799 1.989 -0.6 -2.4 -1.1
H -2.231 3.535 -0.627 -1.0 -1.7 1.6
H -2.667 1.689 -0.489 -0.6 2.2 1.4
H -4.989 2.479 0.876 1.7 1.7 -1.2
H -4.824 3.425 -0.796 1.1 -0.4 2.3
H 2.434 1.571 0.322 -2.3 0.9 -0.7
H 1.068 1.490 -1.007 0.6 1.2 2.3
H 1.286 3.823 -1.390 0.5 0.1 2.7
H 3.329 5.068 0.224 0.1 -2.3 -0.8
H 3.794 3.273 0.655 -1.2 1.2 -1.7
H 3.775 3.928 -1.208 -1.1 -0.4 2.3
F 0.607 -7.893 -3.213 0.0 -0.4 -0.2
C 0.708 -6.658 -2.705 0.1 1.2 0.5
C 1.030 -6.495 -1.363 0.0 -0.1 0.0
C 1.141 -5.209 -0.834 -0.1 0.0 -0.6
C 0.917 -4.099 -1.653 0.1 0.0 0.1
C 0.589 -4.273 -2.999 0.1 -0.3 0.3
C 0.489 -5.559 -3.529 0.0 -0.1 0.0
H 1.193 -7.368 -0.740 0.0 0.0 -0.1
H 1.400 -5.070 0.212 -0.1 0.0 -0.2
H 0.999 -3.096 -1.240 0.0 -0.2 -0.2
H 0.411 -3.408 -3.633 0.0 -0.2 0.1
H 0.244 -5.713 -4.575 0.0 0.0 0.1
```
Positions in Å, forces in eV/Å.

Summary:
LUMO	2.67	eV
HOMO energy	-5.21	eV
net charge	-1
2S+1	1
gap between HOMO and LUMO	7.877	eV

Results of the Mulliken charge analysis, in e, for atoms 1 through 4: C -0.719; C -0.182; In 0.897; C -0.855

=====

Record 2
Entry from the Open Molecules 2025 dataset: a molecular structure, C16H21BrN4O9P2SeTc in a non-equilibrium geometry (ωB97M-V with the def2-TZVPD basis set).

The geometry in XYZ format:
```
55
Properties=species:S:1:pos:R:3:forces:R:3
Tc -0.396 0.424 0.407 -1.6 -1.0 -1.2
C 4.458 1.331 -1.286 0.1 0.2 0.0
C 3.600 0.275 -0.622 -1.2 0.2 -0.1
O 4.316 -0.914 -0.524 0.5 -0.5 0.2
P 3.019 0.743 1.052 0.8 -0.5 0.8
O 1.764 1.740 0.828 -0.4 -0.1 -0.1
O 4.023 1.735 1.764 -0.3 0.4 -0.6
O 2.649 -0.442 1.837 0.5 0.3 0.0
P 2.022 0.026 -1.604 1.0 1.0 -1.5
O 2.306 -1.209 -2.548 -0.3 -0.2 0.7
O 1.573 1.260 -2.270 0.4 -0.2 0.0
O 0.983 -0.558 -0.597 -0.9 0.0 1.3
H 5.207 1.710 -0.592 0.0 0.0 0.0
H 3.840 2.152 -1.643 0.1 0.1 0.0
H 4.981 0.888 -2.132 -0.1 0.0 0.0
H 3.807 -1.597 -0.066 0.1 0.1 0.1
H 1.985 2.660 1.007 -0.1 0.4 0.0
H 4.672 1.335 2.345 0.3 -0.2 0.3
H 2.684 -0.999 -3.403 0.2 0.1 -0.4
N -3.512 2.102 2.648 0.3 0.0 -0.2
C -2.760 1.293 1.925 -0.7 -0.2 0.5
O -1.629 1.662 1.508 0.7 0.2 -0.3
C -3.179 -0.107 1.610 0.5 0.1 -0.1
C -2.376 -0.558 0.383 0.2 0.4 0.0
H -3.188 3.031 2.889 0.0 -0.1 -0.1
H -4.420 1.821 2.985 0.0 -0.1 -0.1
H -4.254 -0.196 1.453 0.0 0.0 0.0
H -2.924 -0.721 2.479 0.0 0.1 0.1
H -2.927 -0.267 -0.512 0.4 0.1 -0.1
H -2.289 -1.644 0.374 0.4 0.1 -0.1
O -1.184 3.593 -4.880 0.0 0.2 -0.4
C -1.109 2.969 -3.728 0.1 -0.4 0.9
C -0.930 3.586 -2.477 0.0 0.0 0.0
C -0.851 2.809 -1.349 -0.1 0.7 -0.2
N -0.934 1.470 -1.345 -0.2 0.0 0.5
C -1.118 0.888 -2.542 -0.2 -0.1 -0.6
Br -1.231 -0.987 -2.636 -0.2 0.0 -0.2
C -1.224 1.573 -3.728 -0.1 0.1 0.0
H -1.072 4.554 -4.828 0.0 -0.1 0.2
H -0.855 4.659 -2.393 0.0 0.1 0.0
H -0.728 3.272 -0.380 0.0 0.1 0.0
H -1.380 1.051 -4.659 0.0 -0.1 0.0
Se 0.919 -2.382 1.240 -0.5 -0.3 -0.4
N 0.066 -0.904 1.872 -0.2 0.0 -0.2
C -0.121 -1.068 3.190 0.4 -0.2 0.5
C -0.678 -0.154 4.101 -0.1 0.3 0.1
C -0.761 -0.495 5.431 0.0 0.3 -0.6
C -0.315 -1.740 5.905 0.4 -0.8 -0.2
C 0.251 -2.656 5.049 -0.2 0.2 0.8
C 0.362 -2.331 3.690 -0.1 0.4 -0.8
N 0.901 -3.120 2.758 0.1 -0.7 1.1
H -0.995 0.822 3.764 0.0 0.1 0.0
H -1.170 0.217 6.132 0.0 0.1 0.1
H -0.407 -1.968 6.954 0.0 0.0 0.1
H 0.627 -3.611 5.380 0.0 -0.1 0.1
```
Positions in Å, forces in eV/Å.

Summary:
LUMO (alpha / beta)	-8.81 / -8.29	eV
HOMO energy (alpha / beta)	-14.29 / -14.30	eV
net charge	+2
2S+1	2
gap between HOMO and LUMO (alpha / beta)	5.473 / 6.003	eV

Results of the natural (NBO) charge analysis, in e, for atoms 1 through 4: Tc 1.341; C -0.643; C -0.446; O -0.681

=====

Record 3
Entry from the Open Molecules 2025 dataset: 7 unconnected molecules or ions with the total composition C16H21Cl24N2 in a non-equilibrium geometry (ωB97M-V with the def2-TZVPD basis set).

The geometry in XYZ format:
```
63
Properties=species:S:1:pos:R:3:forces:R:3
C 4.577 2.136 0.223 -1.2 -0.4 0.4
C 3.553 2.453 -0.842 -0.1 -1.0 -0.4
C 3.043 3.847 -0.919 1.7 0.6 -1.0
C 3.126 1.489 -1.735 0.3 0.8 0.4
C 2.311 0.275 -1.420 2.3 -1.2 0.1
C 2.148 -0.047 0.067 -0.7 -0.5 0.1
C 0.706 0.035 0.607 0.3 0.8 -0.4
C -0.303 -0.727 -0.239 -0.3 -0.1 0.5
C 0.300 1.505 0.894 -0.4 -0.3 0.2
C -0.701 2.133 -0.081 0.7 0.8 -0.4
N -0.254 2.099 -1.443 -0.2 -0.8 0.0
N -1.372 1.912 -2.327 0.2 0.4 -0.1
H 5.459 2.717 -0.043 0.1 0.2 0.1
H 4.275 2.357 1.252 0.3 0.0 0.0
H 4.864 1.092 0.124 0.0 -0.2 0.3
H 3.823 4.573 -0.650 -0.1 0.2 0.2
H 2.720 4.090 -1.929 -0.4 0.0 0.0
H 2.201 3.963 -0.241 -0.2 -0.1 0.0
H 3.353 1.640 -2.791 -1.6 0.8 -0.3
H 1.370 0.414 -1.948 -0.2 0.4 0.2
H 2.807 -0.596 -1.885 -0.2 -0.2 -0.2
H 2.777 0.576 0.698 0.0 0.1 0.0
H 2.487 -1.072 0.239 0.1 -0.1 0.0
H 0.732 -0.448 1.579 -0.1 -0.3 0.1
H -0.168 -1.804 -0.112 0.2 -0.2 -0.2
H -0.306 -0.427 -1.280 0.1 0.0 -0.1
H -1.304 -0.518 0.143 -0.1 0.0 0.0
H 1.197 2.127 1.004 -0.1 -0.1 -0.2
H -0.188 1.513 1.879 0.0 0.1 0.2
H -1.689 1.664 0.080 -0.2 -0.2 -0.1
H -0.818 3.196 0.258 -0.4 0.0 0.4
H -1.990 2.732 -2.294 -0.1 0.0 0.0
H -1.964 1.125 -2.025 0.0 0.0 0.1
C -5.479 2.005 -4.866 0.1 0.0 0.0
Cl -6.179 2.770 -6.304 0.0 0.0 0.0
Cl -6.481 0.624 -4.395 -0.2 0.3 0.0
Cl -3.846 1.460 -5.222 0.0 0.0 0.1
Cl -5.436 3.170 -3.544 0.0 0.0 0.0
C 3.857 -4.616 0.221 0.0 0.1 -0.1
Cl 2.558 -4.444 1.405 0.0 0.0 0.1
Cl 3.691 -6.173 -0.607 0.0 0.0 0.0
Cl 3.761 -3.309 -0.951 0.0 0.0 0.0
Cl 5.417 -4.557 1.051 0.0 0.0 0.0
C -4.102 -2.802 -2.864 0.1 0.1 0.0
Cl -4.806 -2.030 -4.285 0.1 -0.3 0.0
Cl -5.122 -4.162 -2.364 0.0 0.0 0.0
Cl -2.483 -3.390 -3.245 0.0 0.0 0.0
Cl -4.002 -1.615 -1.565 0.0 0.0 0.1
C -2.629 -5.092 1.956 0.0 0.1 0.0
Cl -3.400 -3.995 0.806 0.1 -0.1 0.1
Cl -2.901 -4.542 3.611 0.0 0.0 0.0
Cl -3.314 -6.714 1.765 0.0 0.0 0.0
Cl -0.894 -5.141 1.636 0.0 0.0 0.0
C -3.184 -0.100 4.031 0.0 -0.1 0.0
Cl -4.455 -0.702 5.121 0.0 0.0 0.0
Cl -3.576 1.537 3.514 0.0 0.0 0.0
Cl -1.638 -0.097 4.880 -0.2 -0.1 0.0
Cl -3.067 -1.163 2.638 0.0 0.1 -0.1
C 2.185 1.410 4.541 0.1 0.0 0.0
Cl 0.652 1.980 5.204 0.2 0.2 0.1
Cl 2.841 2.619 3.444 0.0 0.0 0.1
Cl 3.334 1.146 5.872 0.0 0.0 0.0
Cl 1.926 -0.102 3.670 0.1 0.1 0.3
```
Positions in Å, forces in eV/Å.

Summary:
LUMO	1.79	eV
HOMO energy	-1.80	eV
net charge	-1
2S+1	1
gap between HOMO and LUMO	3.586	eV

Results of the natural (NBO) charge analysis, in e, for atoms 1 through 4: C -0.649; C -0.004; C -0.641; C -0.133

=====

Record 4
Entry from the Open Molecules 2025 dataset: a molecular structure, C16H21EuN9O4S in a non-equilibrium geometry (ωB97M-V with the def2-TZVPD basis set).

The geometry in XYZ format:
```
52
Properties=species:S:1:pos:R:3:forces:R:3
Eu 0.591 0.118 0.709 -0.7 0.7 -0.6
O 1.712 3.625 -2.807 0.1 0.0 0.0
C 1.557 2.674 -1.912 -1.1 -1.1 0.3
O 0.638 1.863 -1.876 0.8 0.5 -0.2
C 2.645 2.681 -0.899 0.8 0.6 0.8
C 3.617 3.697 -0.949 0.1 -0.6 1.1
C 4.622 3.631 0.025 1.2 0.3 0.7
C 4.582 2.692 1.084 -0.8 -0.3 -2.5
C 3.611 1.698 0.954 -0.1 0.1 0.4
N 2.645 1.701 0.035 0.2 0.8 -1.0
C 3.552 0.470 1.838 0.2 -0.7 0.4
O 4.664 0.006 2.385 1.1 0.9 -0.6
O 2.516 -0.157 2.025 1.3 0.7 0.2
H 1.028 3.599 -3.486 -0.3 -0.1 -0.1
H 3.570 4.545 -1.635 0.1 -0.6 0.0
H 5.539 4.271 -0.031 -1.3 -0.2 0.1
H 5.340 2.625 1.826 0.5 0.2 0.5
H 5.510 0.447 2.068 -1.5 -0.6 0.5
N -0.207 1.134 3.053 0.4 0.3 -0.7
N -1.610 1.297 2.936 -0.6 -0.3 0.8
C -2.095 2.071 1.947 -0.7 -0.3 0.1
N -3.427 2.345 2.079 0.7 -0.4 -0.5
S -1.192 2.634 0.607 -0.1 -0.3 0.9
H 0.069 0.693 3.934 -0.3 0.4 -0.2
H 0.212 2.072 2.907 -0.2 -0.6 0.7
H -2.234 0.933 3.701 1.2 0.8 -1.0
H -3.985 1.624 2.523 -0.2 0.4 0.0
H -3.825 2.804 1.274 -0.2 0.0 0.1
N 0.093 -2.090 1.494 -0.9 -1.7 0.4
C -0.360 -3.165 1.653 1.3 1.9 0.1
C -0.869 -4.434 1.685 -0.2 -0.1 0.4
C -1.399 -4.701 0.432 -1.2 0.0 -2.3
N -1.811 -4.647 -0.664 0.5 0.0 1.2
C -1.098 -5.191 2.857 -0.9 -3.4 3.4
N -1.326 -5.935 3.763 0.9 3.1 -3.5
N -2.592 -2.653 -2.583 0.5 -0.2 -1.1
C -3.321 -1.502 -1.965 -0.9 -0.4 -0.2
C -2.438 -0.866 -0.906 0.3 -0.6 1.4
N -1.012 -0.611 -1.223 -1.1 0.5 -0.8
C -0.408 -1.604 -2.124 1.1 -0.4 0.4
C -1.307 -2.100 -3.232 -1.0 -0.3 0.2
H -3.142 -3.086 -3.350 0.1 0.4 0.7
H -2.377 -3.452 -1.902 0.1 0.5 -0.1
H -4.254 -1.906 -1.492 0.8 0.5 -0.4
H -3.593 -0.829 -2.794 0.1 -0.2 0.4
H -2.465 -1.562 -0.046 0.1 0.2 -0.2
H -2.887 0.058 -0.527 0.1 -0.1 -0.3
H -0.960 0.342 -1.595 0.1 -0.4 -0.4
H -0.111 -2.494 -1.502 -0.1 0.8 -0.5
H 0.506 -1.150 -2.584 -0.6 -0.5 0.4
H -0.879 -2.924 -3.809 0.2 0.3 0.1
H -1.632 -1.286 -3.902 0.1 -0.4 0.2
```
Positions in Å, forces in eV/Å.

Summary:
LUMO (alpha / beta)	-6.44 / -6.44	eV
HOMO energy (alpha / beta)	-12.65 / -12.77	eV
net charge	+2
energy above the lowest of the compared OMol25 structures with the same formula, charge and spin	0.0	kJ/mol
2S+1	8
gap between HOMO and LUMO (alpha / beta)	6.204 / 6.331	eV

Results of the natural (NBO) charge analysis, in e, for atoms 1 through 4: Eu 1.393; O -0.633; C 0.795; O -0.623

=====

Record 5
Entry from the Open Molecules 2025 dataset: a single C16H21FN2O3 molecule (ωB97M-V with the def2-TZVPD basis set).

The geometry in XYZ format:
```
43
Properties=species:S:1:pos:R:3:forces:R:3
C -0.028 -1.656 -2.258 0.1 0.4 -0.1
C -0.005 -0.532 -3.283 -0.3 -0.5 -0.1
O 0.532 0.671 -2.734 0.2 0.3 0.2
C -0.320 1.417 -2.004 0.0 0.1 -0.2
O -1.483 1.144 -1.820 -0.3 -0.3 0.0
N 0.267 2.559 -1.547 0.1 0.1 -0.1
C 1.699 2.749 -1.562 0.2 0.0 -0.1
C 2.325 2.099 -0.300 0.2 0.0 -0.2
N 1.297 1.867 0.697 0.2 0.1 0.2
C 0.819 0.591 0.919 0.0 -0.4 0.2
C -0.540 0.301 1.077 0.2 0.0 0.0
C -1.032 -0.968 1.337 0.2 -0.2 0.1
C -2.520 -1.149 1.366 0.0 0.0 0.1
C -0.132 -2.032 1.474 0.4 0.5 -0.3
C -0.476 -3.443 1.781 -0.2 -0.1 0.1
C -1.540 -3.694 2.825 0.1 -0.3 0.0
O 0.129 -4.358 1.267 0.0 0.0 0.0
C 1.230 -1.773 1.307 -0.1 0.1 0.0
C 1.687 -0.503 1.061 0.0 -0.2 0.0
F 3.033 -0.328 0.983 -0.2 0.1 0.0
C 0.427 3.012 0.838 0.0 0.0 0.0
C -0.377 3.270 -0.463 -0.2 0.0 0.0
H -0.700 -1.401 -1.443 0.0 0.0 0.1
H -0.375 -2.571 -2.727 0.0 -0.1 0.0
H 0.967 -1.823 -1.852 0.1 -0.1 0.0
H 0.653 -0.773 -4.120 -0.1 0.1 0.1
H -1.018 -0.333 -3.649 0.2 0.0 0.0
H 2.111 2.311 -2.469 0.0 0.1 0.1
H 1.880 3.828 -1.576 0.0 -0.1 0.0
H 3.093 2.757 0.123 0.0 -0.1 -0.1
H 2.793 1.159 -0.575 0.0 0.1 0.1
H -1.262 1.091 0.947 -0.1 0.1 -0.1
H -2.997 -0.353 0.799 -0.1 0.0 0.0
H -2.899 -1.110 2.387 -0.1 0.0 0.1
H -2.807 -2.099 0.927 -0.1 0.0 0.0
H -1.636 -2.855 3.507 -0.1 0.1 0.1
H -2.497 -3.873 2.339 -0.1 0.0 0.0
H -1.278 -4.595 3.375 0.0 0.0 0.0
H 1.938 -2.582 1.399 0.1 -0.1 0.0
H 1.074 3.869 1.050 -0.1 0.0 0.1
H -0.233 2.868 1.693 0.0 0.1 0.0
H -1.402 2.904 -0.398 0.1 0.1 0.0
H -0.400 4.339 -0.699 0.0 0.0 0.1
```
Positions in Å, forces in eV/Å.

Summary:
LUMO	0.70	eV
HOMO energy	-8.02	eV
SMILES string	CCOC(=O)N1CCN(c2cc(C)c(C(C)=O)cc2F)CC1
energy above the lowest of the compared OMol25 structures with the same formula, charge and spin	38.5	kJ/mol
2S+1	1
gap between HOMO and LUMO	8.715	eV

Results of the natural (NBO) charge analysis, in e, for atoms 1 through 4: C -0.637; C -0.067; O -0.528; C 0.903

=====

Number 1: energy -109428.96899 eV. Number 2: energy -197475.66366 eV. Number 3: energy -320445.02940 eV. Number 4: energy -68685.20021 eV. Number 5: energy -28773.54433 eV.